Record 1
{
  "formula": "C27H31CoN7O4",
  "method": "ωB97M-V/def2-TZVPD",
  "elements": ["Co", "O", "C", "O", "C", "C", "C", "C", "C", "N", "C", "O", "O", "H", "H", "H", "H", "C", "C", "C", "C", "C", "C", "C", "C", "C", "C", "N", "C", "C", "C", "C", "C", "N", "H", "H", "H", "H", "H", "H", "H", "H", "H", "H", "H", "H", "H", "H", "H", "H", "H", "C", "C", "C", "C", "N", "C", "N", "N", "N", "H", "H", "H", "H", "H", "H", "H", "H", "H", "H"],
  "positions_angstrom": [[-0.525, 0.048, -0.040], [3.486, 0.825, -1.912], [2.361, 0.785, -1.200], [1.351, 1.383, -1.474], [2.453, -0.085, 0.002], [3.643, -0.463, 0.601], [3.593, -1.236, 1.757], [2.357, -1.639, 2.243], [1.222, -1.215, 1.572], [1.272, -0.427, 0.499], [-0.178, -1.694, 1.922], [-0.398, -2.422, 2.853], [-1.085, -1.280, 1.064], [3.352, 1.455, -2.639], [4.581, -0.156, 0.164], [4.506, -1.533, 2.252], [2.234, -2.265, 3.115], [1.397, 4.369, 1.623], [1.886, 2.938, 1.403], [1.444, 2.042, 2.525], [2.234, 1.911, 3.656], [1.766, 1.236, 4.776], [0.484, 0.724, 4.785], [-0.348, 0.822, 3.670], [-1.748, 0.272, 3.777], [-2.660, 1.203, 4.576], [0.175, 1.443, 2.527], [-0.583, 1.423, 1.317], [-1.704, 2.108, 1.288], [-2.667, 1.743, 0.320], [-3.943, 2.153, -0.084], [-4.353, 1.234, -1.042], [-3.316, 0.303, -1.194], [-2.301, 0.608, -0.384], [1.812, 5.040, 0.875], [1.681, 4.734, 2.609], [0.310, 4.421, 1.551], [2.977, 2.929, 1.339], [1.495, 2.588, 0.448], [3.214, 2.367, 3.667], [2.394, 1.138, 5.650], [0.107, 0.225, 5.668], [-1.691, -0.696, 4.278], [-2.175, 0.070, 2.794], [-2.319, 1.297, 5.606], [-3.679, 0.819, 4.594], [-2.687, 2.208, 4.155], [-1.860, 2.894, 2.020], [-4.494, 2.997, 0.291], [-5.291, 1.221, -1.568], [-3.294, -0.566, -1.830], [0.933, -3.794, -4.726], [-0.315, -3.389, -5.504], [-0.020, -2.291, -6.516], [-1.472, -3.034, -4.566], [-1.107, -2.040, -3.567], [-0.834, -2.187, -2.271], [-0.474, -1.014, -1.799], [-0.562, -0.145, -2.827], [-0.924, -0.750, -3.879], [1.707, -4.141, -5.406], [0.731, -4.599, -4.018], [1.347, -2.946, -4.176], [-0.677, -4.268, -6.047], [0.357, -1.390, -6.032], [-0.911, -2.017, -7.080], [0.734, -2.631, -7.223], [-1.794, -3.911, -4.002], [-2.333, -2.636, -5.102], [-0.875, -3.114, -1.728]],
  "forces_ev_per_angstrom": [[0.14, 0.52, -0.44], [-0.17, 0.16, 0.11], [0.16, 0.03, -0.11], [-0.25, -0.10, -0.03], [0.37, 0.22, -0.02], [-0.13, -0.09, -0.02], [-0.20, 0.01, -0.03], [0.02, 0.17, -0.11], [-0.19, -0.27, 0.15], [-0.11, -0.70, 0.37], [0.13, -0.04, -0.01], [0.17, -0.02, -0.07], [0.12, -0.02, -0.05], [0.04, -0.03, -0.05], [0.02, 0.02, -0.02], [0.01, 0.00, 0.02], [0.03, -0.02, 0.02], [-0.02, 0.04, 0.03], [0.01, -0.08, -0.18], [-0.09, -0.07, 0.10], [-0.05, -0.01, 0.05], [-0.03, 0.01, -0.04], [0.01, 0.02, -0.03], [0.24, -0.05, -0.02], [-0.06, -0.09, -0.05], [-0.04, 0.01, 0.04], [0.25, -0.01, 0.11], [-0.73, 0.05, 0.01], [-0.36, -0.25, -0.66], [0.70, -0.02, 0.39], [0.11, -0.13, 0.07], [0.00, -0.04, -0.02], [-0.03, 0.05, 0.03], [0.20, 0.33, -0.10], [0.01, 0.05, -0.06], [0.03, 0.01, 0.02], [-0.03, 0.00, 0.01], [0.01, 0.00, 0.02], [0.02, 0.03, 0.08], [0.08, 0.04, 0.01], [0.05, -0.02, 0.06], [-0.01, -0.03, 0.05], [-0.03, 0.03, -0.02], [0.01, 0.06, 0.04], [0.02, 0.01, 0.02], [-0.02, -0.02, 0.01], [-0.01, 0.04, -0.05], [-0.06, 0.00, 0.01], [-0.04, 0.08, 0.03], [-0.04, 0.00, -0.03], [0.01, -0.04, -0.10], [-0.03, 0.01, 0.01], [-0.10, -0.15, -0.04], [0.02, 0.03, 0.01], [-0.10, -0.18, -0.06], [0.21, 0.19, 0.64], [0.17, -0.17, 0.03], [-0.49, 0.18, 0.45], [0.12, 0.21, -0.10], [-0.14, 0.06, -0.44], [0.01, -0.01, -0.04], [-0.02, -0.03, 0.03], [0.03, 0.05, 0.02], [0.02, 0.03, -0.02], [0.02, 0.03, 0.01], [-0.04, 0.01, -0.02], [0.04, -0.01, -0.03], [0.00, 0.00, -0.04], [0.07, -0.05, -0.06], [-0.09, -0.04, 0.08]],
  "total_charge": 1,
  "gap_ev": [6.9, 6.9],
  "molar_mass_da": 576.52,
  "max_force_ha_per_bohr": 0.0156,
  "e_above_lowest_kcal_mol": 0.0
}


Record 2
{
  "formula": "C27H31F9N4O5PtS3",
  "method": "ωB97M-V/def2-TZVPD",
  "elements": ["Pt", "C", "C", "N", "C", "C", "S", "C", "C", "N", "H", "H", "H", "H", "H", "H", "H", "H", "H", "H", "H", "H", "H", "H", "F", "C", "F", "F", "C", "O", "C", "F", "F", "F", "C", "F", "F", "F", "S", "C", "N", "C", "C", "C", "C", "C", "C", "H", "H", "H", "H", "H", "C", "C", "C", "C", "C", "C", "C", "S", "O", "O", "N", "C", "C", "C", "O", "O", "H", "H", "H", "H", "H", "H", "H", "H", "H", "H", "H", "H"],
  "positions_angstrom": [[0.507, -0.010, -0.040], [0.783, 2.746, 1.244], [-0.684, 2.400, 1.122], [-0.809, 1.584, -0.103], [-0.818, 2.304, -1.414], [0.540, 2.521, -2.065], [1.710, 1.148, -1.733], [2.998, 2.000, -0.741], [2.948, 1.588, 0.715], [1.546, 1.471, 1.158], [0.996, 3.237, 2.194], [1.111, 3.412, 0.448], [-1.328, 3.279, 1.083], [-0.999, 1.778, 1.961], [-1.684, 1.054, -0.083], [-1.335, 3.257, -1.285], [-1.419, 1.694, -2.078], [1.036, 3.444, -1.775], [0.408, 2.549, -3.146], [2.884, 3.065, -0.931], [3.956, 1.701, -1.167], [3.500, 2.297, 1.338], [3.392, 0.604, 0.854], [1.552, 1.008, 2.064], [1.007, -1.242, -3.019], [-0.263, -1.143, -3.445], [-0.448, 0.142, -3.818], [-0.403, -1.918, -4.500], [-1.238, -1.500, -2.295], [-0.986, -0.849, -1.105], [-2.702, -1.069, -2.680], [-3.582, -1.723, -1.932], [-2.881, 0.244, -2.444], [-2.957, -1.289, -3.960], [-1.249, -3.064, -2.141], [-1.749, -3.406, -0.951], [-1.973, -3.643, -3.085], [-0.002, -3.554, -2.215], [1.664, -4.314, 0.520], [0.803, -2.877, 0.387], [1.447, -1.862, -0.136], [2.766, -2.207, -0.461], [3.761, -1.410, -1.026], [4.996, -1.966, -1.275], [5.266, -3.307, -0.975], [4.298, -4.110, -0.419], [3.049, -3.543, -0.165], [-0.226, -2.799, 0.703], [3.579, -0.381, -1.284], [5.774, -1.360, -1.720], [6.245, -3.713, -1.185], [4.495, -5.149, -0.192], [-6.759, 1.124, 2.909], [-5.687, 0.410, 3.679], [-4.592, 1.092, 4.198], [-3.594, 0.424, 4.897], [-3.701, -0.942, 5.093], [-4.794, -1.644, 4.592], [-5.774, -0.969, 3.892], [-2.463, -1.816, 5.995], [-1.439, -0.864, 6.321], [-3.086, -2.628, 6.986], [-1.817, -2.890, 4.927], [-1.189, -2.496, 3.681], [0.004, -1.566, 3.918], [0.663, -1.065, 2.679], [1.859, -0.939, 2.525], [-0.241, -0.681, 1.729], [-6.614, 2.203, 2.930], [-7.745, 0.908, 3.319], [-6.766, 0.799, 1.867], [-4.532, 2.167, 4.078], [-2.755, 0.959, 5.323], [-4.891, -2.707, 4.779], [-6.634, -1.512, 3.519], [-2.297, -3.778, 4.950], [-1.902, -2.039, 2.985], [-0.821, -3.418, 3.224], [0.769, -2.049, 4.524], [-0.328, -0.685, 4.476]],
  "forces_ev_per_angstrom": [[0.52, 1.23, -0.20], [-0.10, 0.00, 0.14], [0.22, 0.10, 0.06], [-0.31, -0.45, 0.07], [-0.07, 0.00, -0.12], [0.03, 0.02, 0.09], [-0.36, 0.00, -0.39], [0.13, -0.17, -0.06], [0.04, 0.09, 0.04], [0.07, -1.18, -0.12], [0.07, -0.03, -0.01], [-0.03, -0.01, -0.02], [0.05, 0.03, -0.07], [-0.03, -0.01, -0.02], [-0.07, 0.11, 0.07], [0.04, 0.02, 0.02], [0.00, -0.01, 0.04], [-0.03, 0.01, 0.06], [0.02, -0.02, 0.00], [-0.02, 0.02, 0.12], [-0.02, 0.06, -0.06], [-0.07, 0.04, 0.00], [0.03, -0.02, 0.04], [0.16, -0.10, 0.20], [-0.02, -0.08, -0.04], [-0.03, 0.00, -0.04], [0.07, 0.03, 0.07], [-0.03, 0.08, 0.00], [0.01, -0.21, 0.06], [-0.15, -0.26, 0.35], [-0.05, -0.05, -0.08], [0.02, 0.03, -0.01], [0.03, 0.01, -0.03], [-0.02, 0.01, 0.03], [-0.01, 0.01, 0.01], [0.03, 0.02, 0.01], [0.01, 0.02, 0.00], [0.00, 0.00, 0.01], [-0.07, -0.01, 0.01], [-0.12, -0.06, -0.07], [0.62, 0.45, 0.47], [0.00, -0.02, 0.01], [-0.02, -0.07, 0.03], [0.02, 0.01, 0.00], [0.03, 0.00, 0.00], [-0.04, 0.04, -0.01], [0.07, 0.02, -0.04], [0.01, 0.00, 0.01], [0.00, -0.03, -0.06], [0.00, 0.01, 0.00], [0.00, -0.01, 0.00], [-0.01, 0.00, 0.01], [-0.04, 0.02, 0.01], [0.05, -0.04, 0.02], [-0.02, -0.01, -0.05], [0.04, 0.00, 0.04], [-0.02, -0.02, -0.16], [-0.02, -0.01, 0.08], [0.00, 0.04, -0.03], [-0.07, -0.03, -0.01], [-0.04, 0.02, 0.00], [0.00, -0.01, 0.01], [0.17, 0.05, 0.20], [-0.01, -0.03, -0.08], [-0.03, -0.09, 0.14], [-0.67, 0.31, -0.62], [0.08, 0.20, -0.02], [-0.02, -0.12, -0.10], [0.00, 0.00, 0.00], [0.00, 0.00, 0.01], [-0.01, 0.00, 0.00], [0.01, 0.01, -0.01], [0.00, 0.00, 0.02], [0.00, 0.00, 0.00], [0.00, 0.00, -0.01], [0.01, -0.01, -0.04], [0.01, 0.07, 0.04], [-0.08, -0.02, -0.04], [-0.04, 0.00, 0.04], [0.04, -0.02, 0.00]],
  "total_charge": 2,
  "gap_ev": 5.5,
  "molar_mass_da": 953.83,
  "max_force_ha_per_bohr": 0.0263,
  "e_above_lowest_kcal_mol": 10.8
}


Record 3
{
  "formula": "C27H31FeN5",
  "method": "ωB97M-V/def2-TZVPD",
  "elements": ["Fe", "C", "N", "C", "C", "C", "C", "C", "C", "N", "C", "C", "C", "C", "C", "C", "N", "C", "C", "C", "C", "C", "N", "H", "H", "H", "H", "H", "H", "H", "H", "H", "H", "H", "H", "H", "H", "H", "H", "H", "H", "C", "N", "C", "C", "C", "C", "C", "C", "C", "C", "H", "H", "H", "H", "H", "H", "H", "H", "H", "H", "H", "H", "H"],
  "positions_angstrom": [[0.200, 1.065, -0.548], [1.391, 0.530, 1.934], [0.125, 1.131, 1.442], [-1.081, 0.361, 1.833], [-2.177, 0.566, 0.816], [-3.518, 0.476, 1.132], [-4.458, 0.607, 0.116], [-4.024, 0.830, -1.181], [-2.665, 0.923, -1.419], [-1.757, 0.791, -0.445], [0.025, 2.562, 1.889], [-0.021, 3.533, 0.742], [-0.113, 4.900, 0.943], [-0.170, 5.735, -0.160], [-0.142, 5.181, -1.434], [-0.052, 3.812, -1.554], [0.017, 3.005, -0.483], [2.526, 0.992, 1.053], [3.843, 1.013, 1.476], [4.825, 1.418, 0.584], [4.458, 1.808, -0.696], [3.123, 1.764, -1.044], [2.173, 1.350, -0.193], [1.305, -0.558, 1.872], [1.569, 0.789, 2.980], [-1.414, 0.615, 2.841], [-0.802, -0.696, 1.837], [-3.827, 0.319, 2.157], [-5.515, 0.547, 0.339], [-4.724, 0.947, -1.996], [-2.285, 1.122, -2.414], [0.875, 2.796, 2.531], [-0.870, 2.685, 2.501], [-0.143, 5.301, 1.947], [-0.241, 6.806, -0.030], [-0.190, 5.800, -2.319], [-0.030, 3.334, -2.526], [4.094, 0.729, 2.489], [5.863, 1.441, 0.888], [5.192, 2.148, -1.413], [2.790, 2.076, -2.027], [-0.555, -5.648, -0.403], [-0.569, -4.711, 0.767], [0.799, -4.549, 1.344], [-1.246, -3.382, 0.469], [-0.620, -2.627, -0.672], [-1.110, -2.808, -1.969], [-0.495, -2.212, -3.068], [0.633, -1.430, -2.894], [1.131, -1.185, -1.600], [0.443, -1.748, -0.556], [-0.164, -6.605, -0.068], [0.086, -5.234, -1.176], [-1.570, -5.773, -0.772], [-1.149, -5.153, 1.483], [1.420, -4.031, 0.619], [1.212, -5.534, 1.545], [0.729, -3.983, 2.270], [-1.225, -2.821, 1.403], [-2.283, -3.624, 0.237], [-1.976, -3.442, -2.125], [-0.881, -2.395, -4.062], [1.150, -1.013, -3.750], [2.062, -0.646, -1.482]],
  "forces_ev_per_angstrom": [[0.52, 0.12, 0.42], [0.01, 0.01, -0.04], [-0.06, 0.05, 0.01], [0.05, -0.03, -0.04], [-0.01, 0.00, -0.03], [0.00, 0.03, 0.00], [-0.01, 0.00, 0.01], [-0.01, 0.01, -0.01], [-0.01, 0.02, 0.02], [-0.01, -0.12, -0.02], [-0.01, -0.03, 0.01], [-0.03, 0.00, -0.05], [0.00, -0.01, 0.00], [0.00, 0.02, 0.01], [0.00, 0.00, -0.01], [0.04, 0.02, 0.04], [-0.27, 0.00, -0.23], [0.00, 0.04, -0.01], [-0.03, 0.08, 0.03], [0.02, 0.00, 0.00], [0.02, 0.03, 0.01], [-0.02, 0.08, 0.05], [-0.04, -0.31, -0.08], [-0.03, 0.00, -0.04], [0.02, -0.04, 0.01], [-0.01, 0.00, 0.00], [0.01, 0.04, 0.00], [0.00, 0.00, 0.00], [0.00, 0.00, 0.00], [0.00, 0.00, 0.00], [0.00, -0.01, 0.00], [0.01, 0.00, -0.01], [0.00, 0.00, 0.00], [0.00, 0.00, 0.00], [0.00, 0.00, 0.00], [0.00, 0.00, 0.00], [0.00, 0.00, 0.00], [0.01, -0.01, 0.00], [0.00, 0.00, 0.00], [0.00, 0.00, 0.00], [0.00, -0.04, -0.02], [-0.02, 0.00, -0.01], [-0.02, 0.01, -0.02], [0.02, 0.00, -0.01], [-0.02, -0.04, 0.03], [-0.09, 0.04, -0.03], [0.05, 0.00, -0.01], [-0.03, 0.01, 0.05], [-0.08, 0.17, -0.01], [-0.03, 0.15, -0.14], [0.00, -0.13, 0.05], [0.00, 0.00, 0.00], [0.01, 0.00, 0.00], [0.00, 0.00, 0.00], [0.02, 0.00, 0.02], [0.01, -0.01, 0.00], [-0.01, 0.00, 0.01], [0.00, 0.02, -0.01], [0.03, -0.03, -0.01], [0.00, 0.01, 0.00], [0.00, 0.00, 0.00], [0.00, 0.00, 0.00], [0.01, -0.03, -0.01], [0.02, -0.14, 0.06]],
  "total_charge": 3,
  "gap_ev": [9.4, 7.9],
  "multiplicity": 2,
  "molar_mass_da": 481.43,
  "max_force_ha_per_bohr": 0.0133,
  "e_above_lowest_kcal_mol": 21.5
}


Record 4
{
  "formula": "C27H31N5O2RhS",
  "method": "ωB97M-V/def2-TZVPD",
  "elements": ["Rh", "C", "C", "C", "C", "C", "N", "C", "C", "C", "N", "C", "C", "C", "C", "C", "C", "C", "C", "N", "C", "C", "C", "N", "C", "C", "C", "C", "O", "C", "O", "H", "H", "H", "H", "H", "H", "H", "H", "H", "H", "H", "H", "H", "H", "H", "H", "H", "H", "H", "H", "H", "H", "H", "H", "H", "H", "H", "H", "S", "C", "C", "N", "C", "H", "H", "H"],
  "positions_angstrom": [[0.729, -1.145, 0.911], [-2.536, 4.045, 4.875], [-1.872, 3.216, 3.801], [-1.611, 3.700, 2.545], [-0.992, 2.917, 1.544], [-0.736, 3.549, 0.306], [-0.197, 2.969, -0.730], [0.142, 3.655, -1.981], [1.484, 3.169, -2.556], [1.371, 2.308, -3.808], [0.565, 1.081, -3.565], [0.914, -0.119, -3.805], [0.006, -1.255, -3.512], [-0.722, -1.857, -4.493], [-1.599, -2.927, -4.173], [-2.386, -3.613, -5.233], [-1.689, -3.337, -2.824], [-0.969, -2.758, -1.812], [-1.167, -3.310, -0.457], [-0.725, -2.805, 0.619], [-1.005, -3.537, 1.880], [0.241, -3.611, 2.761], [0.476, -2.403, 3.675], [0.217, -1.130, 2.975], [-0.443, -0.229, 3.599], [-0.824, 1.082, 3.103], [-1.452, 1.907, 4.040], [-0.613, 1.562, 1.780], [-0.102, 0.869, 0.804], [-0.043, -1.689, -2.131], [0.727, -1.140, -1.309], [-3.141, 4.837, 4.437], [-1.794, 4.508, 5.525], [-3.187, 3.431, 5.495], [-1.888, 4.721, 2.301], [-0.991, 4.601, 0.196], [0.049, 1.985, -0.552], [0.176, 4.723, -1.778], [-0.671, 3.510, -2.699], [2.049, 2.637, -1.788], [2.090, 4.029, -2.841], [2.349, 1.984, -4.157], [0.873, 2.841, -4.619], [-0.367, 1.219, -3.175], [1.902, -0.273, -4.235], [-0.647, -1.536, -5.526], [-2.435, -3.031, -6.150], [-3.397, -3.833, -4.887], [-1.916, -4.574, -5.469], [-2.363, -4.153, -2.584], [-1.758, -4.228, -0.422], [-1.368, -4.536, 1.638], [-1.809, -3.007, 2.396], [1.115, -3.796, 2.126], [0.153, -4.488, 3.403], [1.514, -2.404, 4.010], [-0.159, -2.470, 4.561], [-0.744, -0.439, 4.628], [-1.611, 1.497, 5.034], [5.048, 0.561, 1.877], [5.137, -0.705, 0.741], [3.890, -1.094, 0.383], [2.870, -0.391, 1.000], [3.362, 0.512, 1.811], [6.082, -1.101, 0.406], [3.656, -1.878, -0.320], [2.745, 1.173, 2.404]],
  "forces_ev_per_angstrom": [[0.03, 0.82, 0.65], [0.06, -0.12, -0.17], [-0.07, 0.00, 0.24], [0.04, 0.12, -0.19], [-0.09, 0.24, -0.05], [-0.09, 0.04, -0.04], [0.19, 0.01, -0.05], [-0.07, -0.08, 0.04], [-0.02, -0.03, 0.02], [-0.12, -0.19, 0.02], [0.01, 0.22, 0.05], [0.05, -0.17, -0.02], [0.09, 0.15, -0.11], [-0.03, -0.09, -0.02], [-0.02, 0.00, -0.08], [0.04, 0.05, 0.08], [-0.05, -0.04, -0.08], [-0.06, -0.18, 0.14], [0.05, 0.16, -0.23], [0.18, -0.37, 0.12], [-0.02, 0.21, -0.06], [0.02, 0.00, 0.00], [-0.11, 0.12, -0.09], [-0.04, -0.40, 0.36], [0.05, 0.10, -0.19], [-0.04, -0.08, 0.11], [0.02, -0.03, 0.13], [0.08, -0.14, 0.02], [0.03, -0.13, 0.08], [0.06, -0.05, 0.19], [-0.04, 0.13, -0.51], [0.01, 0.01, 0.00], [0.02, -0.01, 0.00], [0.01, -0.01, 0.00], [0.02, -0.03, -0.02], [0.00, -0.02, 0.03], [-0.01, 0.02, -0.05], [0.02, 0.01, 0.02], [-0.01, 0.01, 0.00], [0.01, 0.01, 0.00], [0.00, 0.01, 0.01], [0.01, 0.01, -0.01], [-0.01, 0.04, 0.01], [0.01, 0.03, -0.03], [-0.04, -0.04, -0.01], [-0.01, 0.01, 0.01], [0.00, 0.00, 0.00], [0.00, -0.02, -0.01], [-0.01, 0.00, 0.00], [0.00, 0.01, -0.04], [-0.02, 0.01, -0.02], [0.00, -0.03, 0.03], [-0.01, 0.02, -0.02], [0.01, 0.01, 0.00], [0.05, -0.02, -0.02], [0.02, -0.01, 0.02], [-0.02, 0.00, 0.00], [-0.04, 0.03, -0.01], [-0.02, 0.02, -0.03], [0.10, 0.09, 0.02], [0.02, -0.05, -0.01], [-0.12, 0.12, 0.02], [0.16, -0.59, -0.42], [-0.25, 0.10, 0.11], [-0.02, 0.01, 0.01], [-0.02, -0.01, 0.02], [0.01, -0.03, 0.01]],
  "total_charge": 3,
  "gap_ev": [6.8, 4.9],
  "multiplicity": 5,
  "molar_mass_da": 592.55,
  "max_force_ha_per_bohr": 0.0204,
  "e_above_lowest_kcal_mol": 2.3
}